# 1
This record from OMol25 describes the molecule CHF3N2 in a non-equilibrium geometry. The level of theory is wB97M-V/def2-TZVPD.

Each line ends with the Mulliken charge.
Atoms and positions in Å:
1 C -0.2399 -0.5094 0.0587  0.52
2 N 0.6382 -0.7428 -0.7831  -0.44
3 N -0.5583 1.0419 0.5022  0.14
4 F -1.1039 -1.2562 0.8150  -0.19
5 F 0.6449 1.4181 1.1017  -0.17
6 F -0.3996 1.6902 -0.6518  -0.13
7 H 1.0185 -1.6418 -1.0427  0.28

Calculated values
orbital gap	11.950	eV
ΔE to the lowest compared entry with this formula, charge and spin	136.0	kcal/mol
SMILES	[H]/N=C(\F)N(F)F


# 2
This record from OMol25 describes the ion C5H7IN3 with charge +1 in a non-equilibrium geometry. The level of theory is wB97M-V/def2-TZVPD.

Each line ends with the Mulliken spin population.
Atoms and positions in Å:
1 C -0.4377 -0.4294 0.6872  0.57
2 C 0.1021 0.2119 -0.4365  0.09
3 C -0.4512 -2.4818 -1.0269  0.92
4 C -0.5361 -0.6709 1.9567  -0.05
5 C 0.7397 1.5753 -0.1739  0.01
6 N 0.4197 -0.3331 -1.6167  0.20
7 N 0.0287 -1.5900 -1.8075  -0.09
8 N -0.0644 2.3140 0.7703  0.00
9 I -1.1312 -4.3863 -1.2416  0.22
10 H -0.2244 -1.5878 2.3617  0.04
11 H -0.7199 0.1088 2.7766  0.06
12 H 1.7539 1.4229 0.2614  0.00
13 H 0.9537 2.1435 -1.1671  0.00
14 H 0.2522 -1.8280 -2.7071  0.02
15 H -0.9933 2.2979 0.4247  0.00
16 H 0.3081 3.2329 0.9388  0.00

Calculated values
orbital gap (spin up / spin down)	6.887 / 6.021	eV
net charge	+1
multiplicity	3


# 3
This record from OMol25 describes a cluster of 2 separate species, C3H9NS in total in a non-equilibrium geometry. The level of theory is wB97M-V/def2-TZVPD.

Each line ends with the Mulliken charge.
Atoms and positions in Å:
1 C 1.6254 -2.2608 0.6299  -0.74
2 S 1.2758 -0.5010 -0.0414  -0.34
3 H 2.7586 -2.3402 0.5815  0.25
4 H 1.0426 -3.1389 0.2048  0.25
5 H 1.3527 -2.1443 1.6701  0.22
6 C -2.0841 1.7503 -1.1470  -0.75
7 C -1.0638 0.3014 0.6354  -0.58
8 N -1.1152 1.3826 -0.0564  -0.22
9 H -1.6075 1.3279 -1.9738  0.33
10 H -3.0736 1.3712 -0.8873  0.28
11 H -1.9795 2.8593 -1.1051  0.27
12 H -1.2656 -0.7836 0.3537  0.35
13 H -0.5641 0.5244 1.6288  0.38
14 H -0.1349 1.9163 -0.1258  0.31

Calculated values
orbital gap	7.430	eV
ΔE to the lowest compared entry with this formula, charge and spin	85.0	kcal/mol


# 4
This record from OMol25 describes the molecule C5H10O2. The level of theory is wB97M-V/def2-TZVPD.

Each line ends with the Mulliken charge.
Atoms and positions in Å:
1 C 2.3747 0.3029 0.7078  -1.22
2 C 1.2988 -0.1890 -0.2661  -0.43
3 C -0.1606 0.2071 -0.0053  0.02
4 O -0.4731 1.2642 -0.9468  -0.59
5 C -1.1976 -0.9157 -0.1693  -0.66
6 C -2.5220 -0.2362 -0.4410  0.03
7 O -3.1357 -0.3545 -1.4761  -0.48
8 H 3.3445 0.3359 0.1990  0.35
9 H 2.1700 1.3172 1.0696  0.35
10 H 2.4994 -0.3470 1.5820  0.32
11 H 1.3941 0.3503 -1.2108  0.23
12 H 1.4223 -1.2596 -0.4643  0.35
13 H -0.2857 0.6934 0.9695  0.34
14 H -0.6941 0.8896 -1.8182  0.36
15 H -1.2732 -1.5573 0.7204  0.37
16 H -0.9527 -1.5571 -1.0248  0.33
17 H -2.8770 0.4444 0.3599  0.32

Calculated values
orbital gap	10.885	eV
ΔE to the lowest compared entry with this formula, charge and spin	39.5	kcal/mol
SMILES	CC[C@@H](O)CC=O


# 5
This record from OMol25 describes a structure of composition C8H17MnN3O2S2 in a non-equilibrium geometry. The level of theory is wB97M-V/def2-TZVPD.

Each line ends with the Mulliken spin population.
Atoms and positions in Å:
1 Mn 0.8785 0.8742 0.0018  3.95
2 C -3.0049 0.2519 0.2833  0.01
3 C -2.7945 -1.2697 0.3852  0.00
4 S -1.0629 -1.7735 0.7551  0.01
5 O -0.3125 -0.7280 -0.0421  0.02
6 C -0.8439 -1.5913 2.4405  0.00
7 C -1.5315 -0.4422 3.1568  0.00
8 H -2.1272 0.6398 -0.1971  0.01
9 H -3.0960 0.7990 1.2110  0.00
10 H -3.8404 0.4862 -0.3791  0.00
11 H -2.9779 -1.7040 -0.6279  0.00
12 H -3.4987 -1.8144 1.0469  0.00
13 H 0.1980 -1.5547 2.5964  0.00
14 H -1.1514 -2.5300 2.9008  0.00
15 H -1.3923 -0.5871 4.2003  0.00
16 H -2.6395 -0.5439 2.9095  0.00
17 H -1.1857 0.4716 2.7282  0.00
18 O 0.1763 2.0862 1.1724  0.02
19 N 2.5639 0.3162 1.2926  0.06
20 H 3.4107 0.8915 1.2154  0.00
21 H 2.7527 -0.6180 1.5415  0.00
22 H 2.1261 0.6911 2.0983  -0.01
23 S 1.5139 2.6485 -0.8808  -0.12
24 C 1.8380 1.6515 -2.2965  0.03
25 N 1.9000 1.9475 -3.5442  0.00
26 C 2.1016 0.9239 -4.3415  0.01
27 C 2.1065 -0.4410 -3.9888  0.00
28 C 1.8258 -0.7031 -2.6174  0.01
29 N 1.7139 0.3904 -1.8397  -0.03
30 H 0.4506 3.0310 1.1347  0.02
31 H 2.3000 1.1128 -5.3911  0.00
32 H 2.1293 -1.2427 -4.7196  0.00
33 H 1.4734 -1.6698 -2.2049  0.00

Calculated values
orbital gap (spin up / spin down)	8.472 / 8.954	eV
net charge	+1
multiplicity	5


# 6
This record from OMol25 describes a structure of composition C11H14ClI2NOOsP in a non-equilibrium geometry. The level of theory is wB97M-V/def2-TZVPD.

Each line ends with the Mulliken spin population.
Atoms and positions in Å:
1 I -4.8267 -0.8693 1.6054  0.51
2 I -4.5572 1.4529 0.6672  0.48
3 Os 0.4481 -0.0730 -1.1693  2.35
4 P 0.5994 0.0907 -3.3904  -0.05
5 C -0.9076 0.0870 -4.4479  0.00
6 C 1.4555 1.5656 -4.0572  0.03
7 H 2.5783 -1.2433 -3.8101  0.00
8 H 1.3749 -1.4283 -5.1352  0.01
9 H 1.1302 -2.2607 -3.5680  0.00
10 C 1.5170 -1.3542 -4.0520  0.06
11 H 2.5084 1.5380 -3.7550  0.00
12 H 1.3774 1.5921 -5.1502  0.00
13 H -0.6375 0.1505 -5.5101  0.00
14 H -1.5284 0.9539 -4.1846  0.00
15 H 0.9914 2.4656 -3.6426  0.00
16 H -1.4844 -0.8269 -4.2738  0.00
17 C -1.3167 -0.5363 -1.2628  -0.03
18 O -2.4280 -0.9212 -1.3260  0.04
19 Cl 2.7606 0.2485 -1.3230  0.44
20 N 0.3042 -0.1019 0.8005  0.00
21 C 0.2272 -0.0907 1.9636  0.05
22 C 0.1450 -0.0714 3.3688  0.01
23 C -1.1134 0.0785 4.0010  0.04
24 C -1.1986 0.1034 5.3945  0.00
25 C -0.0392 -0.0123 6.1701  0.06
26 C 1.2098 -0.1845 5.5583  -0.01
27 C 1.3115 -0.1975 4.1681  0.03
28 H -2.0095 0.1769 3.3835  -0.01
29 H -2.1767 0.2208 5.8700  0.00
30 H -0.1108 0.0441 7.2587  0.00
31 H 2.1130 -0.2978 6.1680  0.00
32 H 2.2827 -0.2992 3.6804  0.00

Calculated values
orbital gap (spin up / spin down)	7.011 / 4.492	eV
net charge	+3
ΔE to the lowest compared entry with this formula, charge and spin	0.2	kcal/mol
multiplicity	5


# 7
This record from OMol25 describes a cluster of 6 separate species, C51H43O24 in total in a non-equilibrium geometry. The level of theory is wB97M-V/def2-TZVPD.

Each line ends with the Mulliken charge.
Atoms and positions in Å:
1 C -3.5355 -8.1188 -3.1054  -1.53
2 C -3.6290 -7.4776 -1.7507  0.99
3 C -4.9922 -6.9892 -1.3441  -1.28
4 C -2.5254 -7.3989 -0.9618  -1.01
5 C -1.9959 -6.1208 -0.3424  -0.05
6 C -0.4957 -5.9623 -0.6421  -1.18
7 C -0.1055 -5.3009 -1.9841  0.76
8 C -1.2505 -5.1484 -3.0009  -1.78
9 C 0.6099 -3.9496 -1.8025  -1.59
10 C -0.0422 -2.9961 -0.7833  0.18
11 C -0.6519 -1.7508 -1.3793  0.23
12 C 0.1179 -0.7432 -1.9620  -0.49
13 C -0.4680 0.4136 -2.4696  -1.22
14 C -1.8454 0.5663 -2.3872  1.14
15 C -2.6321 -0.4464 -1.8430  0.30
16 C -2.0440 -1.5991 -1.3423  -0.28
17 C -4.1157 -0.2406 -1.7919  -0.31
18 O -4.8862 -1.1564 -1.9741  -0.63
19 C -4.5160 1.1567 -1.5436  -0.67
20 C -3.7630 2.1382 -2.0501  0.55
21 C -4.1260 3.5994 -1.7379  0.13
22 O -5.3188 3.9064 -1.8339  -0.75
23 O -3.1587 4.2916 -1.3639  -0.67
24 C -2.5616 1.7934 -2.8584  -0.12
25 O -2.1934 2.4297 -3.8080  -0.58
26 H -3.4353 -7.3091 -3.8290  0.28
27 H -2.6052 -8.6841 -3.1703  0.40
28 H -4.3993 -8.7326 -3.3695  0.43
29 H -4.9647 -6.1145 -0.6953  0.38
30 H -5.4304 -7.8003 -0.7631  0.26
31 H -5.6086 -6.8258 -2.2262  0.38
32 H -1.9663 -8.2898 -0.6843  0.37
33 H -2.0888 -6.2230 0.7484  0.53
34 H -2.5981 -5.2593 -0.6153  -0.03
35 H -0.0590 -6.9573 -0.5689  0.53
36 H -0.0823 -5.4024 0.1957  0.34
37 H 0.6144 -5.9697 -2.4580  0.49
38 H -0.8833 -4.5085 -3.8035  0.56
39 H -1.4653 -6.1087 -3.4616  0.25
40 H -2.1370 -4.6622 -2.6048  0.31
41 H 1.6281 -4.1615 -1.4696  0.38
42 H 0.7183 -3.4672 -2.7717  0.64
43 H -0.7967 -3.4637 -0.1552  0.58
44 H 0.7452 -2.6571 -0.1094  -0.30
45 H 1.1919 -0.8790 -2.0064  0.48
46 H 0.1507 1.1927 -2.8908  0.47
47 H -2.6772 -2.3681 -0.9198  0.42
48 H -5.3832 1.3442 -0.9302  0.64
49 C -3.4345 2.7196 4.4312  -1.02
50 C -3.8795 2.2290 3.2665  0.27
51 C -4.5062 3.1120 2.2213  0.98
52 O -4.8692 2.5969 1.1874  -0.49
53 C -4.6440 4.5327 2.5070  -1.01
54 C -4.2006 5.0175 3.6716  0.42
55 C -3.5550 4.1405 4.7054  1.02
56 O -3.1616 4.6628 5.7361  -0.66
57 O -4.2932 6.3066 4.0065  -0.60
58 O -3.8050 0.9448 2.9429  -0.60
59 H -2.9814 2.0965 5.1894  0.44
60 H -5.1056 5.1518 1.7496  0.51
61 H -3.8937 6.3774 4.8929  0.35
62 H -4.1929 0.8769 2.0468  0.36
63 C 0.9449 -1.5926 4.4339  -1.02
64 C 0.9932 -1.2484 3.1364  0.29
65 C 2.2080 -1.5276 2.2882  1.15
66 O 2.1637 -1.2020 1.1191  -0.61
67 C 3.3570 -2.1640 2.9114  -1.09
68 C 3.3034 -2.5008 4.2055  0.37
69 C 2.0819 -2.2446 5.0434  1.16
70 O 2.1276 -2.6071 6.2081  -0.66
71 O 4.3114 -3.0834 4.8489  -0.60
72 O -0.0091 -0.6509 2.5169  -0.54
73 H 0.0799 -1.4010 5.0526  0.49
74 H 4.2283 -2.3452 2.2982  0.46
75 H 4.0050 -3.2150 5.7691  0.33
76 H 0.2697 -0.5125 1.5893  0.26
77 C 2.9421 -8.0625 7.2410  -1.05
78 C 4.1149 -8.4447 7.7611  0.38
79 C 5.0804 -7.4579 8.3581  1.01
80 O 6.1174 -7.8925 8.8266  -0.63
81 C 4.7274 -6.0514 8.3402  -0.83
82 C 3.5540 -5.6635 7.8173  0.24
83 C 2.5764 -6.6551 7.2423  1.03
84 O 1.5266 -6.2305 6.8013  -0.61
85 O 3.1715 -4.3958 7.7664  -0.55
86 O 4.5149 -9.7117 7.7925  -0.57
87 H 2.2412 -8.7641 6.8114  0.42
88 H 5.4358 -5.3499 8.7576  0.44
89 H 2.2903 -4.3785 7.3426  0.37
90 H 5.3920 -9.7033 8.2218  0.36
91 C 1.8116 7.2793 -2.9793  -0.85
92 C 0.7227 7.2339 -3.7525  0.23
93 C -0.5057 6.4574 -3.3612  0.78
94 O -1.4489 6.4972 -4.1270  -0.66
95 C -0.4882 5.7130 -2.1094  -0.83
96 C 0.6070 5.7588 -1.3399  0.06
97 C 1.8212 6.5538 -1.7181  0.98
98 O 2.7740 6.5595 -0.9541  -0.68
99 O 0.7069 5.1038 -0.1782  -0.57
100 O 0.6274 7.8652 -4.9253  -0.51
101 H 2.6969 7.8358 -3.2497  0.39
102 H -1.3736 5.1388 -1.8392  0.96
103 H 1.5938 5.3133 0.1652  0.36
104 H -0.2704 7.6523 -5.2528  0.37
105 C 3.4453 9.3158 -6.3068  -0.99
106 C 4.0247 9.5720 -7.4871  0.48
107 C 5.2817 10.3904 -7.5975  0.87
108 O 5.7561 10.5627 -8.7060  -0.64
109 C 5.8605 10.9341 -6.3812  -0.98
110 C 5.2808 10.6815 -5.2005  0.32
111 C 4.0374 9.8413 -5.0901  1.13
112 O 3.5854 9.6463 -3.9769  -0.64
113 O 5.7514 11.1450 -4.0491  -0.58
114 O 3.5400 9.1269 -8.6418  -0.58
115 H 2.5420 8.7277 -6.2129  0.48
116 H 6.7546 11.5342 -6.4728  0.41
117 H 5.1459 10.8103 -3.3586  0.37
118 H 4.1490 9.4523 -9.3314  0.35

Calculated values
orbital gap	4.729	eV
net charge	-1


# 8
This record from OMol25 describes the molecule CH3ClO3S2 in a non-equilibrium geometry. The level of theory is wB97M-V/def2-TZVPD.

Each line ends with the Mulliken charge.
Atoms and positions in Å:
1 C -0.0203 0.3588 -0.2098  -0.74
2 O 2.2832 -0.1344 -1.9250  -0.41
3 O 1.5787 0.7892 1.8825  -0.53
4 O 1.5950 2.5141 0.1634  -0.59
5 S 3.0306 0.2779 -0.7766  0.50
6 S 1.4489 1.1187 0.4741  1.03
7 Cl 3.0537 -1.4439 0.8073  -0.23
8 H 0.4687 -0.4449 -0.8003  0.31
9 H -0.5596 -0.0425 0.6180  0.34
10 H -0.8404 1.0920 -0.4790  0.32

Calculated values
orbital gap	8.785	eV
ΔE to the lowest compared entry with this formula, charge and spin	28.1	kcal/mol


no.,electronic energy (a.u.)
1,-447.63933
2,-656.16087
3,-572.50466
4,-346.96246
5,-2576.93434
6,-2044.00980
7,-3774.97287
8,-1522.09641